23
Properties=species:S:1:pos:R:3:lowdin_charge:R:1 method="wB97M-V/def2-TZVPD" spin_multiplicity=1 smiles="C=CCNC.O.O.O" largest_force_ha_per_bohr=0.087 e_homo_ev=-9.2 orbital_gap_ha=0.3492
C 0.003 -1.859 -1.328 -0.145
N -0.648 -0.521 -1.138 -0.170
C -1.702 -0.588 -0.147 -0.305
C -3.503 1.009 0.840 0.007
C -2.686 0.573 -0.154 -0.155
H -0.728 -2.764 -1.240 0.091
H 0.887 -1.967 -0.650 0.078
H 0.267 -2.065 -2.419 0.081
H -1.201 0.079 -1.987 0.178
H -2.371 -1.458 -0.242 0.115
H -1.233 -0.575 0.839 0.117
H -4.422 1.629 0.755 0.065
H -3.488 0.741 1.820 0.010
H -2.838 1.055 -1.106 0.075
H 1.585 1.073 -0.575 0.031
H 2.061 2.015 0.267 0.037
O 2.085 1.088 0.218 -0.013
H 4.400 -0.767 -0.490 0.015
H 4.402 0.643 -0.719 0.047
O 5.081 -0.102 -0.620 -0.090
H 1.664 1.199 3.394 0.002
H 1.236 0.948 1.836 0.060
O 1.149 0.615 2.847 -0.131